1.
{
  "formula": "C22H40N9OScSi2",
  "method": "wB97M-V/def2-TZVPD",
  "homo_energy_ev": -6.66,
  "de_lowest_kj_mol": 104.36,
  "charge": 0,
  "homo_lumo_gap_ev": 6.65,
  "elements": ["Sc", "N", "C", "C", "N", "C", "C", "N", "H", "H", "H", "H", "H", "H", "H", "H", "H", "H", "H", "H", "H", "C", "Si", "C", "C", "N", "C", "C", "C", "C", "C", "C", "N", "Si", "C", "C", "C", "H", "H", "H", "H", "H", "H", "H", "H", "H", "H", "H", "H", "H", "H", "H", "H", "H", "H", "H", "H", "H", "H", "N", "C", "C", "C", "N", "C", "N", "C", "C", "N", "O", "H", "H", "H", "H", "H"],
  "xyz": [[0.134, 0.192, -0.147], [2.015, 0.140, 1.491], [3.168, 1.003, 1.235], [3.385, 1.160, -0.275], [2.141, 1.538, -0.939], [2.280, 1.663, -2.389], [2.153, 0.285, -3.049], [0.918, -0.346, -2.589], [2.274, -0.828, 1.294], [1.765, 0.190, 2.477], [2.977, 1.983, 1.685], [4.094, 0.604, 1.677], [4.191, 1.892, -0.452], [3.700, 0.200, -0.689], [1.856, 2.445, -0.571], [1.467, 2.297, -2.756], [3.244, 2.118, -2.671], [2.185, 0.416, -4.138], [3.003, -0.342, -2.765], [0.145, -0.067, -3.193], [0.998, -1.359, -2.635], [-3.793, 0.023, 3.008], [-3.077, 0.402, 1.247], [-2.985, 2.319, 1.243], [-4.424, 0.025, -0.073], [-1.588, -0.429, 0.916], [-1.695, -1.790, 0.642], [-2.804, -2.557, 1.016], [-3.036, -3.828, 0.526], [-2.153, -4.374, -0.388], [-0.977, -3.700, -0.657], [-0.661, -2.470, -0.081], [0.628, -1.931, -0.157], [1.902, -3.071, -0.382], [2.391, -3.405, -2.227], [1.664, -4.803, 0.408], [3.559, -2.529, 0.431], [-4.191, 0.918, 3.479], [-3.045, -0.400, 3.674], [-4.609, -0.692, 2.955], [-3.897, 2.703, 0.797], [-2.156, 2.712, 0.668], [-2.937, 2.738, 2.243], [-5.416, 0.290, 0.282], [-4.438, -1.024, -0.350], [-4.239, 0.597, -0.980], [-3.513, -2.131, 1.702], [-3.918, -4.372, 0.830], [-2.349, -5.326, -0.857], [-0.265, -4.147, -1.334], [1.527, -3.524, -2.878], [2.973, -4.320, -2.308], [3.011, -2.610, -2.635], [1.377, -5.546, -0.330], [0.884, -4.787, 1.163], [2.578, -5.153, 0.881], [3.935, -1.574, 0.087], [4.311, -3.264, 0.166], [3.510, -2.515, 1.516], [-0.970, 1.444, -1.504], [-1.356, 2.508, -1.797], [-1.733, 3.784, -2.077], [-1.447, 4.742, -1.111], [-1.176, 5.509, -0.291], [-2.363, 4.161, -3.264], [-2.865, 4.491, -4.245], [0.766, 4.362, 1.733], [0.156, 3.000, 1.883], [-0.458, 2.735, 3.046], [0.241, 2.144, 0.999], [0.930, 4.854, 2.685], [0.076, 4.971, 1.133], [1.700, 4.300, 1.179], [-0.675, 3.472, 3.697], [-1.006, 1.884, 3.089]],
  "lowdin_charge": [0.97, -0.01, -0.22, -0.20, -0.11, -0.20, -0.23, -0.01, 0.03, 0.11, 0.11, 0.12, 0.13, 0.09, 0.10, 0.12, 0.12, 0.12, 0.10, 0.09, 0.05, -0.18, 0.47, -0.17, -0.15, -0.17, -0.34, -0.08, -0.11, -0.11, -0.10, -0.35, -0.19, 0.46, -0.17, -0.17, -0.18, 0.01, 0.02, 0.02, 0.04, -0.02, 0.01, 0.03, 0.02, 0.02, 0.07, 0.10, 0.10, 0.08, 0.02, 0.03, 0.00, 0.03, 0.03, 0.02, -0.01, 0.03, 0.03, 0.11, -0.15, -0.27, -0.21, 0.15, -0.24, 0.14, 0.01, -0.54, 0.21, -0.10, 0.09, 0.03, 0.09, 0.12, 0.11]
}

=====

2.
{
  "formula": "C22H40NO",
  "method": "wB97M-V/def2-TZVPD",
  "homo_energy_ev": -11.66,
  "de_lowest_kj_mol": 16.36,
  "smiles": "CCCCCCCCCCCC[N+](C)(C)CCOc1ccccc1",
  "charge": 1,
  "homo_lumo_gap_ev": 9.27,
  "elements": ["C", "C", "C", "C", "C", "C", "C", "C", "C", "C", "H", "H", "C", "C", "H", "H", "N", "C", "H", "H", "H", "C", "H", "H", "H", "C", "H", "H", "C", "O", "C", "C", "C", "C", "C", "C", "H", "H", "H", "H", "H", "H", "H", "H", "H", "H", "H", "H", "H", "H", "H", "H", "H", "H", "H", "H", "H", "H", "H", "H", "H", "H", "H", "H"],
  "xyz": [[-5.210, -2.474, -2.412], [-4.392, -1.232, -2.085], [-4.842, -0.582, -0.779], [-4.037, 0.674, -0.453], [-4.440, 1.274, 0.892], [-3.708, 2.569, 1.246], [-2.197, 2.392, 1.456], [-1.370, 2.772, 0.228], [0.102, 2.404, 0.411], [0.915, 2.717, -0.844], [0.782, 3.769, -1.097], [0.528, 2.129, -1.679], [2.418, 2.449, -0.689], [2.642, 0.977, -0.354], [1.996, 0.374, -0.993], [2.346, 0.809, 0.683], [4.035, 0.453, -0.510], [4.415, 0.412, -1.933], [5.373, -0.094, -2.050], [4.509, 1.422, -2.325], [3.658, -0.113, -2.511], [4.986, 1.316, 0.218], [4.981, 2.318, -0.203], [4.710, 1.375, 1.269], [5.994, 0.913, 0.141], [4.115, -0.914, 0.091], [5.164, -1.219, 0.103], [3.765, -0.835, 1.123], [3.326, -2.029, -0.624], [1.959, -1.777, -0.772], [1.097, -1.922, 0.305], [-0.224, -1.565, 0.046], [-1.175, -1.662, 1.042], [-0.817, -2.101, 2.307], [0.494, -2.454, 2.561], [1.458, -2.366, 1.567], [2.469, -2.670, 1.797], [0.781, -2.807, 3.540], [-1.558, -2.174, 3.087], [-2.199, -1.398, 0.829], [-0.485, -1.234, -0.947], [3.506, -2.956, -0.065], [3.702, -2.182, -1.639], [2.904, 2.719, -1.628], [2.807, 3.093, 0.101], [0.510, 2.957, 1.260], [0.157, 1.338, 0.642], [-1.461, 3.845, 0.051], [-1.757, 2.259, -0.652], [-1.990, 1.353, 1.725], [-1.870, 3.013, 2.293], [-3.882, 3.310, 0.464], [-4.151, 2.958, 2.165], [-4.264, 0.539, 1.682], [-5.513, 1.479, 0.873], [-4.193, 1.415, -1.240], [-2.975, 0.419, -0.439], [-4.738, -1.304, 0.036], [-5.900, -0.324, -0.852], [-4.489, -0.509, -2.899], [-3.335, -1.505, -2.010], [-5.111, -3.216, -1.622], [-4.876, -2.920, -3.346], [-6.263, -2.220, -2.512]],
  "lowdin_charge": [-0.11, -0.28, -0.23, -0.23, -0.21, -0.20, -0.21, -0.21, -0.21, -0.19, 0.12, 0.12, -0.17, -0.13, 0.13, 0.14, -0.32, 0.02, 0.12, 0.11, 0.12, 0.01, 0.11, 0.13, 0.12, -0.08, 0.15, 0.13, -0.16, -0.08, -0.26, -0.01, -0.07, -0.07, -0.07, -0.03, 0.11, 0.11, 0.11, 0.09, 0.12, 0.14, 0.13, 0.11, 0.12, 0.13, 0.10, 0.12, 0.10, 0.10, 0.11, 0.11, 0.11, 0.11, 0.12, 0.12, 0.08, 0.11, 0.12, 0.11, 0.10, 0.07, 0.07, 0.07]
}

=====

3.
{
  "formula": "C22H41BrIrNP3Se",
  "method": "wB97M-V/def2-TZVPD",
  "spin_multiplicity": 5,
  "homo_energy_ev": [-13.82, -16.35],
  "de_lowest_kj_mol": 190.76,
  "charge": 3,
  "s2": 6.06,
  "homo_lumo_gap_ev": [4.26, 4.32],
  "elements": ["Ir", "P", "P", "P", "H", "C", "C", "H", "C", "C", "C", "C", "C", "C", "C", "C", "C", "H", "H", "H", "H", "H", "H", "H", "H", "H", "H", "H", "H", "H", "H", "H", "H", "H", "H", "H", "H", "H", "H", "H", "H", "H", "H", "H", "H", "H", "C", "C", "C", "C", "C", "C", "Se", "H", "H", "H", "H", "H", "H", "Br", "C", "C", "C", "C", "N", "C", "H", "H", "H", "H"],
  "xyz": [[-0.115, -0.237, -0.122], [0.193, 1.713, 0.892], [-2.370, 0.117, -0.268], [2.127, -0.515, -0.461], [-1.398, -3.509, -6.396], [-0.854, -4.368, -5.954], [-0.678, -4.315, -4.597], [-1.343, -3.736, -3.928], [0.383, 3.235, -0.100], [-1.124, 2.126, 2.100], [1.641, 1.789, 2.015], [-3.091, -0.892, -1.584], [-3.353, -0.388, 1.207], [-2.937, 1.816, -0.695], [2.484, -1.771, -1.681], [3.064, -1.115, 0.992], [3.101, 0.946, -1.035], [-0.518, -5.180, -6.652], [0.137, -4.933, -4.178], [0.552, 4.099, 0.554], [-0.523, 3.424, -0.694], [1.249, 3.138, -0.768], [-0.813, 3.045, 2.608], [-1.260, 1.346, 2.854], [-2.090, 2.318, 1.644], [1.539, 2.720, 2.578], [2.593, 1.800, 1.486], [1.645, 0.967, 2.730], [-4.134, -0.618, -1.755], [-3.051, -1.955, -1.336], [-2.529, -0.704, -2.497], [-4.412, -0.410, 0.910], [-3.240, 0.304, 2.055], [-3.072, -1.400, 1.532], [-4.034, 1.827, -0.786], [-2.495, 2.110, -1.657], [-2.657, 2.565, 0.056], [3.561, -1.917, -1.770], [2.097, -1.475, -2.654], [2.035, -2.719, -1.391], [4.040, -1.465, 0.644], [2.553, -1.956, 1.467], [3.232, -0.354, 1.756], [4.136, 0.621, -1.248], [3.134, 1.747, -0.279], [2.630, 1.323, -1.958], [0.320, 1.175, -4.677], [0.035, -0.206, -4.578], [0.148, -1.040, -5.673], [0.604, -0.519, -6.892], [0.892, 0.846, -6.973], [0.774, 1.723, -5.887], [0.052, 2.340, -3.182], [-0.283, 1.266, -2.122], [-0.282, -0.587, -3.600], [-0.117, -2.094, -5.603], [0.753, -1.125, -7.803], [1.214, 1.228, -7.933], [1.010, 2.788, -5.948], [-1.305, -5.828, 1.162], [-0.799, -4.111, 1.772], [-0.653, -3.880, 3.142], [-0.325, -2.596, 3.543], [-0.145, -1.582, 2.611], [-0.269, -1.810, 1.289], [-0.597, -3.061, 0.850], [-0.815, -4.675, 3.865], [-0.214, -2.332, 4.589], [0.065, -0.562, 2.909], [-0.714, -3.172, -0.241]],
  "mulliken_spin": [0.94, -0.07, -0.06, -0.05, 0.00, 0.00, 0.00, 0.00, 0.04, 0.00, 0.00, 0.01, 0.02, 0.00, 0.00, 0.02, 0.03, 0.00, 0.00, 0.01, 0.00, -0.01, 0.00, 0.00, 0.00, 0.00, 0.00, 0.00, 0.00, 0.00, 0.00, 0.00, 0.00, -0.01, 0.00, 0.00, 0.00, 0.00, -0.01, 0.00, 0.00, 0.00, 0.00, 0.00, 0.00, -0.01, 0.20, 0.00, 0.03, 0.20, 0.01, 0.07, 0.52, -0.01, 0.01, 0.02, 0.00, 0.00, -0.01, 0.29, 0.21, 0.45, -0.13, 0.38, 0.47, 0.28, 0.02, 0.00, 0.11, 0.03]
}